{"formula": "C3H5FN2", "method": "ωB97M-V with the def2-TZVPD basis set", "symbols": ["C", "C", "C", "N", "N", "F", "H", "H", "H", "H", "H"], "positions_angstrom": [[0.56877, 1.20491, -0.12267], [1.04213, -0.17614, -0.31760], [-1.15970, -0.07796, 0.41726], [-0.63010, 1.26467, 0.24324], [0.01618, -0.89267, 0.40827], [-2.08734, -0.26381, -0.64782], [1.20782, 2.00242, -0.39234], [0.89111, -0.47036, -1.33087], [1.98417, -0.41929, 0.10457], [-1.61586, -0.34008, 1.40616], [-0.21719, -1.83168, 0.23180]], "forces_ev_per_a": [[5.677, -0.642, -0.757], [-0.486, 0.892, 2.301], [0.701, 4.816, 0.690], [-7.362, -1.050, 2.045], [-0.600, -0.173, -2.396], [0.478, -1.443, 0.798], [0.286, 0.881, -0.004], [-0.015, -1.480, -1.764], [1.388, -0.307, -0.338], [-0.416, 0.458, -0.646], [0.348, -1.952, 0.070]], "orbital_gap_ev": [4.94, 5.02], "spin_multiplicity": 3, "homo_energy_ev": [-4.230, -9.205], "e_above_lowest_kj_mol": 157.7}

---

{"formula": "C3H5FO2", "method": "ωB97M-V with the def2-TZVPD basis set", "symbols": ["C", "C", "C", "H", "H", "H", "H", "H", "O", "O", "F"], "positions_angstrom": [[-0.89778, 0.70548, 0.47536], [-0.53122, -0.32853, -0.56762], [0.84021, -0.73072, -0.15472], [-0.65889, 0.47140, 1.51257], [-0.37836, 1.67059, 0.34916], [-1.98137, 1.01977, 0.46282], [-0.56158, -0.02545, -1.59775], [2.62208, 0.00058, -0.04810], [1.82077, 0.22377, -0.60195], [1.14548, -1.61071, 0.59795], [-1.41933, -1.39618, -0.42771]], "forces_ev_per_a": [[-1.376, 2.480, 0.267], [-0.735, -0.436, 1.093], [2.816, 0.548, 0.206], [-0.014, -0.796, -0.192], [0.098, -0.465, -0.471], [0.954, -0.764, -0.256], [-0.068, 0.493, -0.345], [-1.062, 0.254, -0.894], [-0.792, -1.779, 1.340], [-0.346, 0.321, -0.596], [0.524, 0.144, -0.152]], "orbital_gap_ev": 11.71, "homo_energy_ev": -10.988, "e_above_lowest_kj_mol": 0.0, "smiles": "C[C@H](F)C(=O)O"}

---

{"formula": "C3H5FO2", "method": "ωB97M-V with the def2-TZVPD basis set", "symbols": ["C", "C", "C", "O", "O", "F", "H", "H", "H", "H", "H"], "positions_angstrom": [[1.65711, 0.24132, -1.02307], [-1.48455, -0.35021, 0.77870], [1.49629, -0.00224, 0.25312], [-0.70237, 0.40651, 1.12647], [-2.64718, -0.15065, -0.06748], [1.61666, -1.32302, 0.59883], [1.50372, 1.21911, -1.54212], [-1.56768, -1.36282, 1.37193], [1.67848, -0.15558, -2.12273], [1.22252, 0.71525, 0.92453], [-2.77301, 0.76232, -0.29817]], "forces_ev_per_a": [[-0.707, 2.186, -4.994], [-5.677, -4.169, 0.206], [1.690, -2.856, -3.588], [1.829, 3.653, 0.628], [2.358, -1.622, 1.667], [-0.329, 0.773, 0.997], [0.085, 0.519, 2.231], [-0.178, 1.183, -1.939], [0.504, -1.725, 2.875], [0.067, 1.098, 2.061], [0.359, 0.960, -0.144]], "orbital_gap_ev": 10.50, "homo_energy_ev": -9.812, "e_above_lowest_kj_mol": 289.3, "smiles": "C=CF.O=CO"}

---

{"formula": "C3H5FO2P", "method": "ωB97M-V with the def2-TZVPD basis set", "symbols": ["C", "C", "C", "O", "O", "F", "P", "H", "H", "H", "H", "H"], "positions_angstrom": [[1.50097, 0.18573, -0.83547], [-2.07291, -0.44104, 0.88188], [2.07946, 0.86596, 0.14487], [-1.72557, 1.55156, -1.19605], [-0.65626, 1.76116, 1.03251], [3.41694, 0.66243, 0.23814], [-1.42548, 0.88014, 0.08328], [0.46856, 0.26167, -0.85819], [2.10764, -0.21231, -1.49833], [-2.50818, -1.29312, 0.42270], [-1.62005, -0.64990, 1.78068], [1.73218, 1.45175, 0.95560]], "forces_ev_per_a": [[-0.642, 3.243, 3.950], [-2.926, -1.960, 0.687], [0.279, -1.724, -1.117], [-2.525, 0.080, -1.181], [-0.775, -0.508, 1.378], [1.393, 0.509, 0.402], [5.069, 2.983, -2.172], [-1.888, -0.192, -0.737], [2.529, -2.377, -3.200], [-0.530, -0.285, -0.597], [0.763, -0.162, 2.222], [-0.747, 0.394, 0.365]], "orbital_gap_ev": [4.30, 7.54], "spin_multiplicity": 3, "homo_energy_ev": [-0.093, -5.356], "total_charge": -1, "e_above_lowest_kj_mol": 0.0}

---

{"formula": "C3H5FO2Tb", "method": "ωB97M-V with the def2-TZVPD basis set", "symbols": ["Tb", "F", "O", "C", "C", "O", "H", "H", "C", "H", "H", "H"], "positions_angstrom": [[-0.99984, 0.28334, 1.16615], [-1.07636, 1.90085, -0.47120], [0.65642, -0.45192, 2.29159], [1.07533, -1.61117, 1.74376], [0.44017, -2.13341, 0.65582], [-0.78341, -1.65460, 0.31381], [1.87442, -2.16572, 2.25233], [0.68020, -3.15376, 0.32797], [-0.50664, 2.20653, -1.81076], [0.43851, 1.67073, -1.93507], [-1.08849, 1.82949, -2.65627], [-0.71032, 3.27964, -1.87812]], "forces_ev_per_a": [[1.472, -2.675, 0.455], [0.203, -0.481, -0.944], [-2.127, 1.345, -0.843], [0.367, -1.566, -1.291], [0.957, -1.408, 2.268], [-0.750, 3.043, 0.224], [-0.065, 0.560, -0.406], [0.027, 0.650, -0.232], [-0.859, 0.314, -1.006], [0.244, 0.981, 0.734], [-0.809, -0.638, 0.807], [1.338, -0.124, 0.233]], "orbital_gap_ev": [5.68, 6.48], "spin_multiplicity": 7, "homo_energy_ev": [-11.166, -11.193], "total_charge": 1}

---

{"formula": "C3H5FOS", "method": "ωB97M-V with the def2-TZVPD basis set", "symbols": ["C", "C", "C", "H", "H", "H", "H", "H", "O", "F", "S"], "positions_angstrom": [[0.14076, 0.47040, -0.14775], [-0.79308, -0.42882, -0.81622], [0.59696, -0.98466, -0.67698], [-0.02204, -0.34363, 2.04664], [0.66972, 1.05101, -0.99579], [-1.41664, -0.04685, -1.74434], [-0.92182, -0.12717, 1.17656], [0.56797, -1.98147, -0.07315], [-1.73080, -0.66911, 0.11532], [1.60714, -0.65540, -1.69070], [0.05232, 1.14738, 1.48310]], "forces_ev_per_a": [[4.960, 0.468, -4.403], [-3.773, 2.853, -2.135], [0.132, 1.131, 0.610], [0.789, 3.096, -0.337], [-0.528, -0.004, 2.284], [2.174, -1.003, 0.987], [-4.303, -1.772, -2.118], [1.013, 1.936, -1.195], [1.271, -1.488, 3.796], [-1.817, -1.928, 1.541], [0.081, -3.288, 0.970]], "orbital_gap_ev": 8.62, "homo_energy_ev": -9.249, "e_above_lowest_kj_mol": 607.5}

---

no.,strongest force on any atom (hartree/bohr),E_tot (a.u.)
1,0.14999,-326.44889
2,0.05594,-367.65725
3,0.13704,-367.54707
4,0.12192,-708.90115
5,0.06110,-1191.83212
6,0.12931,-690.35827